[1]
Entry from OMol25: a molecular structure, C7H20KO7S2 (ωB97M-V/def2-TZVPD).

As for the energy relative to the best compared isomer or geometry (same formula, charge and spin): 0.440 eV. The charge is +1. For the highest occupied orbital energy, the calculation gives -13.9 eV.

Geometry as XYZ:
```
37
Properties=species:S:1:pos:R:3:forces:R:3
K 0.224244 -0.224761 -2.262565 -0.124 -0.100 0.111
C 1.614114 -3.695071 -1.276065 0.628 1.152 -0.256
O 1.120404 -2.431581 -0.758555 -0.163 -0.447 0.133
H 2.049534 -4.343441 -0.515725 -0.421 0.023 0.160
H 0.859114 -4.188501 -1.888115 0.099 -0.103 0.151
H 2.458544 -3.347661 -1.871325 -0.049 -0.533 -0.423
H 0.729974 -2.591581 0.103755 -0.163 0.099 0.127
O 0.974034 1.475569 -0.386705 0.463 -0.192 1.340
S 1.536594 1.341609 0.961015 -0.652 -1.311 1.561
O 0.994664 0.314199 1.880295 0.817 1.873 -2.145
O 3.115484 1.112929 0.809685 -0.758 1.879 0.261
C 3.583514 -0.211421 0.705315 0.787 -1.759 -0.401
C 5.110844 -0.259621 0.619345 -0.414 1.245 -0.192
C 1.569724 2.948079 1.795785 0.804 -0.579 -0.755
H 3.196334 -0.613791 -0.230795 -0.340 -0.435 0.227
H 3.239154 -0.739471 1.594515 -0.139 -0.330 -0.299
H 5.501084 0.216679 1.518765 0.378 -0.378 -0.005
H 5.439804 0.337209 -0.231345 -0.033 0.226 -0.005
H 5.526024 -1.245431 0.409785 -0.366 -0.133 0.549
H 0.639714 3.494059 1.637425 0.086 -0.266 0.006
H 2.418594 3.430749 1.311485 -0.220 0.360 -0.093
H 1.847274 2.817779 2.841775 -0.354 -0.272 -0.097
O -2.542646 0.258979 -2.231145 0.460 -0.423 -0.116
S -3.266026 -0.767531 -1.524405 -1.715 -1.022 0.906
O -2.979976 -2.203171 -1.773855 -0.315 3.723 1.184
O -3.125716 -0.396441 0.105425 0.745 -2.486 -1.679
C -3.491556 0.866199 0.563475 -0.912 2.822 0.428
C -2.347826 1.892429 0.789745 0.110 -0.738 -0.368
C -5.076436 -0.472201 -1.690415 0.120 -0.563 0.322
H -4.072066 0.837119 1.485565 0.544 -1.067 0.552
H -4.325396 1.258469 -0.018715 0.511 0.392 -0.858
H -2.714046 2.900369 0.984755 -0.351 -0.167 0.038
H -1.654906 1.973499 -0.047745 -0.211 -0.130 -0.234
H -1.740216 1.585949 1.641195 -0.091 -0.092 0.115
H -5.492506 -0.951801 -0.804425 0.000 -0.197 -0.098
H -5.501846 -0.941231 -2.577625 0.512 -0.150 -0.032
H -5.417616 0.562819 -1.669565 0.727 0.079 -0.117
```
Positions in Å, forces in eV/Å.


[2]
Entry from OMol25: a single C12H16F3N3O3 molecule (ωB97M-V/def2-TZVPD).

Its SMILES is CC(=O)N[C@]1(C(F)(F)F)NC(=O)N(C2CCCCC2)C1=O. As for the energy relative to the best compared isomer or geometry (same formula, charge and spin): 0.000 eV. For the highest occupied orbital energy, the calculation gives -10.0 eV.

Geometry as XYZ:
```
37
Properties=species:S:1:pos:R:3:forces:R:3
C -3.370943 -3.135737 0.239396 0.218 -0.183 0.024
C -2.452004 -1.981221 -0.045993 -0.620 0.067 0.001
O -1.265958 -2.064996 -0.249047 0.361 -0.254 -0.139
N -3.084189 -0.764514 -0.065427 -0.004 0.346 0.076
H -4.076561 -0.696159 0.101553 0.115 -0.043 0.041
C -2.323078 0.439432 -0.265546 -0.040 -0.127 0.016
N -1.983427 0.720410 -1.626341 -0.191 0.024 0.031
C -0.630214 0.754620 -1.843785 -0.380 0.083 0.298
O -0.075184 0.928726 -2.888463 0.312 0.012 -0.489
N -0.018114 0.589306 -0.599997 0.411 0.145 -0.233
C -0.901875 0.347373 0.395771 -0.575 0.217 -0.056
O -0.712354 0.175114 1.565543 0.092 -0.072 0.199
C 1.433532 0.562479 -0.460718 0.077 0.060 0.151
C 1.894844 1.535325 0.620483 0.069 0.076 -0.113
C 3.421629 1.663459 0.579482 -0.053 -0.009 -0.045
C 4.089403 0.331746 0.210882 0.056 -0.070 0.218
C 3.219069 -0.840775 0.649698 0.109 -0.022 -0.237
C 1.919169 -0.863558 -0.159107 0.017 -0.012 0.098
H 1.146080 -1.394832 0.395586 -0.013 -0.025 -0.054
H 2.069910 -1.393186 -1.100754 -0.031 -0.043 -0.024
H 2.999257 -0.745921 1.713570 -0.003 -0.052 0.085
H 3.751431 -1.781756 0.505530 -0.013 -0.032 0.096
H 4.237199 0.272735 -0.868984 0.075 -0.014 -0.067
H 5.072267 0.268981 0.680145 0.053 0.009 -0.102
H 3.770023 1.997820 1.557676 0.042 0.048 -0.013
H 3.708103 2.424598 -0.148109 0.025 0.072 0.038
H 1.566849 1.162539 1.590281 -0.030 0.050 0.003
H 1.431709 2.511445 0.464252 -0.054 -0.011 0.046
H 1.807940 0.897286 -1.433943 -0.051 -0.038 0.140
H -2.646096 0.743424 -2.383807 0.105 -0.019 0.034
C -3.103635 1.614395 0.347190 -0.114 0.237 0.182
F -4.254543 1.816085 -0.324730 -0.151 -0.164 -0.300
F -3.443016 1.403014 1.616450 0.103 -0.180 0.144
F -2.416999 2.754211 0.286705 0.248 -0.057 -0.073
H -3.763985 -3.043264 1.249644 -0.070 -0.011 0.074
H -4.202243 -3.144547 -0.461467 -0.091 -0.008 -0.039
H -2.814000 -4.064073 0.156364 -0.005 0.002 -0.009
```
Positions in Å, forces in eV/Å.